Computed, not measured: C52H126F6LiN11O14S2 as an isolated structure, with ωB97M-V/def2-TZVPD.

```
! wB97M-V def2-TZVPD RIJCOSX def2/J DEFGRID3
* xyz -1 2
Li 1.943 -0.592 2.300
C 1.657 2.619 -0.296
F 1.505 3.896 -0.599
F 1.376 2.000 -1.460
F 2.978 2.305 -0.191
S 0.539 2.043 1.177
O 1.281 2.461 2.333
O -0.704 2.793 1.017
N 0.571 0.228 1.040
S -0.765 -0.068 0.360
O -1.915 0.124 1.249
O -0.824 0.471 -1.025
C -0.635 -1.937 0.049
F -1.849 -2.298 -0.265
F 0.280 -2.240 -0.855
F -0.308 -2.625 1.106
C -1.279 -1.986 4.159
C 0.059 -1.543 4.789
C 0.270 -2.147 6.139
O 1.419 -1.558 6.690
C 1.751 -1.908 8.056
N 1.200 -1.824 3.881
H -2.108 -1.669 4.793
H -1.446 -3.051 4.000
H -1.359 -1.412 3.236
H -0.001 -0.455 4.829
H 0.329 -3.234 6.094
H -0.582 -1.906 6.775
H 0.973 -1.531 8.721
H 2.673 -1.403 8.344
H 1.902 -2.973 8.230
H 1.042 -2.796 3.658
H 1.962 -1.772 4.542
C -4.282 1.041 -4.544
C -4.377 2.361 -3.917
C -3.168 2.672 -3.057
O -3.352 3.944 -2.463
C -2.443 4.146 -1.368
N -4.547 3.463 -4.847
H -3.582 1.009 -5.378
H -5.258 0.773 -4.950
H -4.110 0.226 -3.840
H -5.170 2.309 -3.172
H -2.316 2.659 -3.736
H -2.908 1.926 -2.307
H -2.561 3.405 -0.578
H -2.705 5.110 -0.931
H -1.381 4.251 -1.592
H -4.082 4.221 -4.369
H -3.804 3.287 -5.508
C 5.730 0.884 3.142
C 4.519 0.262 2.439
C 4.656 -1.275 2.100
O 3.415 -1.773 1.530
C 3.152 -3.173 1.471
N 3.336 0.469 3.314
H 5.839 0.445 4.133
H 5.727 1.968 3.257
H 6.639 0.609 2.607
H 4.416 0.692 1.443
H 4.866 -1.762 3.052
H 5.519 -1.476 1.465
H 2.731 -3.323 0.478
H 2.386 -3.404 2.211
H 4.037 -3.788 1.640
H 3.216 1.466 3.416
H 3.589 0.146 4.237
C -2.111 -1.949 -3.176
C -1.190 -3.091 -3.685
C -1.913 -4.400 -4.096
O -2.685 -4.938 -3.010
C -3.007 -6.254 -3.251
N -0.381 -2.440 -4.765
H -2.782 -2.317 -2.401
H -2.733 -1.668 -4.027
H -1.525 -1.091 -2.845
H -0.470 -3.467 -2.957
H -1.135 -5.059 -4.481
H -2.559 -4.228 -4.957
H -3.687 -6.385 -4.093
H -3.475 -6.632 -2.342
H -2.138 -6.907 -3.325
H -0.960 -2.038 -5.488
H 0.157 -1.685 -4.365
C 0.045 7.561 -5.892
C 1.452 7.070 -6.157
C 1.794 5.887 -5.206
O 1.996 6.372 -3.839
C 2.741 5.411 -3.068
N 1.633 6.697 -7.533
H -0.161 7.944 -4.893
H -0.653 6.751 -6.106
H -0.228 8.337 -6.607
H 2.087 7.924 -5.920
H 2.689 5.376 -5.561
H 1.053 5.099 -5.074
H 2.233 4.459 -2.906
H 3.071 5.832 -2.118
H 3.650 5.074 -3.565
H 2.569 6.325 -7.608
H 1.662 7.568 -8.044
C -4.429 5.140 2.001
C -4.316 4.224 3.178
C -2.828 4.064 3.654
O -2.629 3.023 4.622
C -2.547 1.704 4.089
N -5.030 4.851 4.253
H -4.146 6.182 2.151
H -5.488 5.148 1.746
H -3.844 4.814 1.141
H -4.735 3.257 2.901
H -2.417 5.000 4.033
H -2.395 3.809 2.687
H -1.647 1.524 3.501
H -3.426 1.378 3.535
H -2.497 1.050 4.960
H -4.625 5.775 4.307
H -4.583 4.390 5.033
C 1.074 8.755 5.175
C -0.316 8.426 4.520
C -0.446 6.957 3.922
O 0.576 6.755 2.875
C 0.995 5.414 2.674
N -1.233 8.425 5.710
H 1.454 8.075 5.938
H 0.961 9.741 5.625
H 1.889 8.840 4.456
H -0.612 9.230 3.845
H -1.407 6.867 3.414
H -0.358 6.234 4.732
H 1.456 4.939 3.540
H 1.624 5.361 1.786
H 0.053 4.892 2.506
H -2.169 8.118 5.487
H -1.256 9.276 6.253
C 4.150 -4.650 -1.930
C 2.982 -5.526 -2.494
C 1.538 -5.108 -1.921
O 1.469 -5.523 -0.529
C 0.198 -5.546 0.055
N 3.122 -5.542 -3.947
H 4.038 -3.599 -2.199
H 5.114 -4.897 -2.374
H 4.183 -4.807 -0.852
H 3.149 -6.552 -2.166
H 0.794 -5.544 -2.588
H 1.486 -4.024 -2.018
H 0.131 -5.294 1.114
H -0.254 -6.537 0.010
H -0.429 -4.815 -0.453
H 2.535 -6.331 -4.175
H 4.048 -5.839 -4.222
C 2.654 -0.980 -2.719
C 4.214 -0.596 -2.954
C 4.882 -0.751 -1.534
C 6.415 -0.883 -1.507
C 6.807 -1.876 -2.559
C 6.184 -1.756 -4.020
N 4.763 -1.591 -3.926
O 4.149 -1.423 -5.155
C 6.892 -0.614 -4.828
C 6.411 -3.091 -4.838
C 4.294 0.911 -3.372
H 2.155 -0.499 -1.878
H 2.386 -2.020 -2.529
H 2.062 -0.526 -3.515
H 4.712 0.174 -0.983
H 4.477 -1.564 -0.931
H 6.759 -1.170 -0.514
H 6.891 0.070 -1.735
H 6.680 -2.895 -2.191
H 7.884 -1.737 -2.660
H 7.247 0.182 -4.173
H 7.761 -0.968 -5.383
H 6.245 -0.124 -5.555
H 5.711 -3.849 -4.486
H 6.175 -2.979 -5.896
H 7.419 -3.500 -4.765
H 3.779 1.627 -2.730
H 3.997 1.071 -4.408
H 5.354 1.160 -3.317
H 3.665 -2.224 -5.366
C -5.406 -3.762 0.019
C -5.640 -4.838 1.170
C -4.367 -5.641 1.520
C -3.340 -4.822 2.370
C -4.054 -4.239 3.595
C -5.372 -3.481 3.296
N -6.228 -4.206 2.360
O -7.469 -3.644 2.212
C -6.021 -3.442 4.708
C -5.058 -2.087 2.723
C -6.649 -5.956 0.820
H -6.102 -2.925 0.076
H -5.498 -4.189 -0.979
H -4.450 -3.242 0.083
H -4.518 -6.498 2.176
H -3.915 -5.964 0.582
H -3.045 -4.037 1.674
H -2.419 -5.325 2.665
H -3.344 -3.571 4.081
H -4.258 -5.056 4.288
H -5.308 -2.994 5.401
H -6.983 -2.933 4.663
H -6.212 -4.467 5.027
H -4.201 -2.010 2.055
H -5.930 -1.635 2.250
H -4.793 -1.404 3.531
H -6.407 -6.757 0.121
H -7.406 -5.447 0.224
H -7.032 -6.446 1.715
H -7.259 -2.982 1.550
*
```

Calculated values
Electronic energy in eV: -139194.685
Gap between HOMO and LUMO (alpha / beta) in eV: 2.21 / 7.14
⟨S²⟩: 0.754
Maximum force in eV/Å: 3.854

---

Computed, not measured: a 13-piece molecular cluster, C52H128N10O19 overall, with ωB97M-V/def2-TZVPD.

```
! wB97M-V def2-TZVPD RIJCOSX def2/J DEFGRID3
* xyz 0 1
C 1.299 1.611 -4.079
C 0.499 2.668 -4.842
C 0.953 3.999 -4.436
O 2.387 4.030 -4.732
C 2.949 5.266 -4.380
N 0.487 2.579 -6.287
H 2.368 1.722 -4.274
H 0.940 0.613 -4.299
H 1.264 1.726 -3.024
H -0.487 2.458 -4.503
H 0.842 4.291 -3.424
H 0.472 4.832 -5.015
H 4.057 5.261 -4.447
H 2.668 5.560 -3.371
H 2.428 6.037 -5.001
H 1.388 2.849 -6.611
H 0.469 1.547 -6.494
C -7.279 -1.179 3.243
C -6.319 -1.261 2.022
C -6.915 -0.257 1.006
O -8.304 -0.512 0.748
C -8.575 -1.666 -0.008
N -4.944 -0.795 2.399
H -8.207 -1.561 2.882
H -7.496 -0.167 3.577
H -6.848 -1.805 4.004
H -6.088 -2.228 1.656
H -6.384 -0.184 0.025
H -6.887 0.800 1.369
H -8.265 -2.653 0.387
H -8.094 -1.547 -0.970
H -9.642 -1.727 -0.080
H -4.491 -1.569 2.833
H -5.059 -0.049 3.112
C 2.863 -0.752 5.966
C 3.405 0.596 5.581
C 2.342 1.375 4.696
O 2.236 0.768 3.458
C 3.220 1.304 2.517
N 3.710 1.388 6.770
H 2.326 -1.308 5.167
H 2.088 -0.619 6.746
H 3.614 -1.429 6.319
H 4.320 0.553 4.900
H 2.718 2.416 4.574
H 1.408 1.398 5.272
H 2.956 1.029 1.495
H 4.169 0.850 2.797
H 3.294 2.382 2.588
H 4.305 0.857 7.502
H 4.239 2.215 6.546
C 6.989 1.165 -2.140
C 5.751 0.660 -1.406
C 4.845 1.884 -0.971
O 5.523 3.011 -0.448
C 6.180 2.768 0.827
N 5.053 -0.384 -2.206
H 7.759 1.548 -1.418
H 6.700 2.088 -2.679
H 7.519 0.502 -2.773
H 6.103 0.249 -0.450
H 4.052 1.606 -0.267
H 4.347 2.270 -1.868
H 6.983 2.039 0.796
H 5.552 2.426 1.604
H 6.573 3.744 1.223
H 5.834 -0.951 -2.481
H 4.458 -0.903 -1.591
C -5.422 -2.547 -2.377
C -5.267 -3.404 -1.130
C -4.596 -4.717 -1.408
O -5.314 -5.362 -2.408
C -4.583 -6.426 -2.993
N -4.482 -2.788 -0.038
H -4.416 -2.076 -2.514
H -6.243 -1.842 -2.149
H -5.641 -3.083 -3.270
H -6.289 -3.579 -0.831
H -4.608 -5.354 -0.452
H -3.525 -4.557 -1.611
H -3.542 -6.098 -3.111
H -5.081 -6.624 -3.961
H -4.611 -7.311 -2.414
H -3.503 -2.764 -0.343
H -4.695 -1.794 -0.054
C -1.291 -0.068 3.112
C -1.426 1.046 2.093
C -0.123 1.558 1.491
O 0.429 0.549 0.598
C 1.163 0.992 -0.562
N -2.465 0.871 1.017
H -0.776 0.319 4.005
H -0.590 -0.891 2.738
H -2.201 -0.578 3.356
H -1.797 1.905 2.652
H 0.626 1.663 2.192
H -0.260 2.475 0.953
H 1.474 0.073 -1.060
H 2.006 1.702 -0.414
H 0.399 1.586 -1.158
H -2.252 0.137 0.351
H -3.218 0.501 1.596
C -1.925 -5.890 2.065
C -2.477 -5.128 3.282
C -1.316 -4.675 4.199
O -0.198 -4.056 3.586
C 0.415 -3.084 4.378
N -3.292 -3.961 2.827
H -1.490 -6.787 2.559
H -1.224 -5.332 1.454
H -2.832 -6.233 1.465
H -3.095 -5.858 3.849
H -0.988 -5.587 4.775
H -1.828 -3.987 4.869
H 0.145 -2.095 4.022
H 1.521 -3.271 4.299
H 0.075 -3.225 5.495
H -3.769 -4.177 1.943
H -2.656 -3.281 2.536
C 2.979 -3.846 1.410
C 3.574 -2.507 1.247
C 4.924 -2.651 0.536
O 5.816 -3.309 1.433
C 7.004 -3.853 0.873
N 2.784 -1.502 0.411
H 1.952 -3.804 1.805
H 3.526 -4.444 2.189
H 3.028 -4.566 0.572
H 3.703 -2.029 2.223
H 5.277 -1.627 0.210
H 4.822 -3.202 -0.375
H 6.837 -4.429 0.000
H 7.491 -4.440 1.661
H 7.806 -3.081 0.630
H 2.111 -2.067 -0.160
H 2.275 -0.887 1.015
C 0.480 6.823 0.375
C 1.936 6.307 0.595
C 1.803 5.553 1.863
O 2.935 4.867 2.287
C 3.602 5.649 3.222
N 2.428 5.684 -0.624
H -0.043 5.937 0.050
H 0.379 7.417 -0.534
H -0.013 7.309 1.221
H 2.539 7.208 0.830
H 1.011 4.755 1.658
H 1.463 6.223 2.644
H 4.502 5.119 3.483
H 2.955 5.737 4.085
H 3.919 6.606 2.818
H 3.401 5.432 -0.509
H 1.900 4.899 -0.989
C -1.013 -2.164 -1.762
C -0.848 -3.197 -0.622
C 0.283 -4.152 -0.835
O 0.058 -5.086 -1.855
C 1.195 -5.930 -1.932
N -0.824 -2.474 0.590
H -0.178 -1.534 -1.506
H -1.917 -1.483 -1.709
H -0.802 -2.672 -2.763
H -1.731 -3.886 -0.612
H 0.535 -4.595 0.134
H 1.235 -3.692 -1.096
H 1.407 -6.427 -0.955
H 2.078 -5.408 -2.233
H 1.103 -6.695 -2.791
H -0.284 -1.628 0.567
H -0.399 -3.068 1.331
C -5.266 4.129 0.671
C -3.928 4.750 0.672
C -3.923 6.264 0.843
O -2.755 6.524 1.742
C -2.362 5.293 2.207
O -1.384 5.129 2.872
O -3.168 4.270 1.820
H -5.861 4.384 -0.226
H -5.866 4.385 1.568
H -5.186 3.049 0.774
H -3.369 4.389 -0.226
H -4.829 6.442 1.388
H -3.700 6.886 0.001
C 2.335 -1.697 -4.714
C 3.558 -2.536 -5.006
C 4.802 -1.776 -5.130
O 5.816 -2.548 -4.477
C 5.186 -3.466 -3.724
O 5.777 -4.263 -3.106
O 3.826 -3.287 -3.777
H 2.506 -1.118 -3.813
H 1.510 -2.368 -4.475
H 1.976 -0.998 -5.487
H 3.404 -3.303 -5.797
H 4.789 -0.774 -4.681
H 5.047 -1.758 -6.235
C -4.984 1.965 -3.861
C -4.363 2.476 -2.593
C -2.821 2.414 -2.467
O -2.438 3.774 -2.938
C -3.489 4.614 -2.838
O -3.511 5.744 -3.064
O -4.622 3.864 -2.464
H -4.778 0.880 -3.891
H -4.644 2.523 -4.748
H -6.106 2.223 -3.710
H -4.791 2.040 -1.639
H -2.532 1.692 -3.235
H -2.427 2.281 -1.480
*
```

Calculated values
Electronic energy in eV: -109795.697
Gap between HOMO and LUMO in eV: 9.33
Maximum force in eV/Å: 4.663